Record 1
{
  "formula": "C26H51Cl3N2O6PRuSi",
  "method": "ωB97M-V with the def2-TZVPD basis set",
  "s2": 8.7747,
  "lumo_energy_ev": [0.466, -0.426],
  "e_homo_ev": [-4.925, -6.953],
  "multiplicity": 6,
  "fmax_ev_per_a": 4.697,
  "de_lowest_kj_mol": 151.4,
  "gap_ev": [5.391, 6.527],
  "species": ["C", "C", "H", "H", "H", "C", "C", "H", "H", "H", "H", "Ru", "Cl", "Cl", "H", "H", "C", "C", "N", "H", "C", "O", "H", "H", "H", "H", "H", "H", "C", "C", "N", "H", "C", "O", "H", "H", "H", "H", "O", "C", "C", "C", "H", "C", "H", "C", "H", "C", "C", "H", "H", "H", "Si", "Cl", "C", "C", "C", "H", "H", "H", "H", "H", "H", "H", "H", "H", "C", "C", "O", "P", "O", "C", "C", "O", "C", "C", "H", "H", "H", "H", "H", "H", "H", "H", "H", "H", "H", "H", "H", "H", "H"],
  "positions_angstrom": [[-3.2473, 4.0222, -2.5720], [-3.0291, 3.2126, -1.3216], [-4.3047, 3.9969, -2.8300], [-2.6806, 3.6211, -3.4166], [-2.9648, 5.0743, -2.4058], [-3.8965, 3.2262, -0.2562], [-5.0762, 4.0905, -0.1267], [-3.7430, 2.5243, 0.5858], [-5.8848, 3.6700, -0.7359], [-4.9522, 5.1487, -0.3924], [-5.4040, 4.0678, 0.9217], [1.6516, -0.8739, -0.1439], [3.3760, -0.0839, -1.5080], [-0.3853, 1.0378, -2.9917], [2.7246, -6.1884, -2.5250], [4.3551, -4.4405, -3.9326], [2.2470, -5.3107, -2.0789], [3.2926, -4.2151, -4.1305], [2.5328, -4.1305, -2.8783], [2.6236, -5.1538, -1.0603], [2.2425, -2.9326, -2.3174], [1.8458, -2.8210, -1.1137], [3.2531, -3.2496, -4.6445], [2.3755, -2.0539, -2.9549], [1.1591, -5.4508, -1.9974], [2.8836, -4.9956, -4.7930], [-3.6895, 0.1773, 0.0540], [-3.4805, -0.0475, 2.8892], [-3.2998, -0.8422, 0.1272], [-3.1206, -1.0408, 2.5800], [-2.4246, -0.9790, 1.2835], [-2.7604, -1.0846, -0.7824], [-1.1429, -1.3935, 1.2040], [-0.4444, -1.4629, 0.1420], [-2.4484, -1.4151, 3.3559], [-0.6892, -1.7211, 2.1347], [-4.1624, -1.5073, 0.2307], [-4.0032, -1.6960, 2.5167], [-2.4559, 1.7387, -1.6289], [-1.5949, 2.7486, -1.0847], [-1.5177, 2.1345, 1.3211], [-1.0689, 2.9278, 0.2678], [-2.1928, 1.3050, 1.0719], [-1.1350, 2.3819, 2.6385], [-0.8551, 2.9968, -1.8312], [-0.1966, 4.0165, 0.5980], [-1.5244, 1.7391, 3.4450], [-0.1835, 3.3555, 2.9113], [0.2733, 4.2002, 1.9013], [0.1367, 4.7032, -0.1889], [0.1820, 3.4669, 3.9178], [1.0205, 4.9737, 2.1437], [-2.2142, 0.0459, -3.2194], [1.2887, 1.1345, 0.4436], [-1.6735, -1.7508, -2.6426], [-1.8727, -0.4196, -5.0945], [-4.0096, 0.2681, -3.3976], [-1.4001, -1.9101, -1.5862], [-0.8038, -2.1308, -3.2081], [-2.4956, -2.4605, -2.8417], [-4.6182, 0.2766, -2.4914], [-4.3217, -0.5989, -4.0390], [-4.2884, 1.1596, -3.9538], [-0.8919, -0.9176, -5.2050], [-1.8971, 0.5201, -5.6657], [-2.6559, -1.1036, -5.4562], [6.2031, -1.6501, 1.4820], [4.8824, -1.8277, 0.7733], [3.8826, -1.7581, 1.8905], [2.4898, -1.0373, 1.8393], [2.7983, 0.2982, 2.6792], [3.5360, 1.4245, 2.1301], [4.4240, 1.9387, 3.2458], [1.5660, -1.7743, 2.9061], [1.2838, -1.1419, 4.2198], [0.0917, -1.8173, 4.8273], [6.1811, -0.6617, 1.9779], [7.0661, -1.6455, 0.7919], [6.3366, -2.4214, 2.2493], [4.7647, -1.0171, 0.0258], [4.7101, -2.7818, 0.2478], [4.1276, 1.1644, 1.2396], [2.7850, 2.1823, 1.7911], [4.9913, 1.0928, 3.6635], [5.1425, 2.6870, 2.8692], [3.8085, 2.3778, 4.0443], [2.1965, -1.2273, 4.8282], [1.0503, -0.0825, 4.0584], [-0.0047, -2.8557, 4.5084], [0.1422, -1.7730, 5.9206], [-0.8176, -1.2738, 4.5497]]
}


Record 2
{
  "formula": "C26H51F4I2N2O6",
  "method": "ωB97M-V with the def2-TZVPD basis set",
  "lumo_energy_ev": -4.559,
  "e_homo_ev": -10.843,
  "fmax_ev_per_a": 5.661,
  "total_charge": 1,
  "gap_ev": 6.284,
  "species": ["C", "C", "C", "C", "C", "C", "N", "C", "N", "C", "F", "F", "C", "F", "F", "C", "C", "C", "I", "C", "C", "I", "H", "H", "H", "H", "H", "H", "H", "H", "H", "H", "H", "H", "H", "H", "H", "H", "H", "H", "H", "H", "H", "C", "O", "C", "C", "O", "C", "H", "H", "H", "H", "H", "H", "H", "H", "H", "H", "C", "O", "C", "C", "O", "C", "H", "H", "H", "H", "H", "H", "H", "H", "H", "H", "C", "O", "C", "C", "O", "C", "H", "H", "H", "H", "H", "H", "H", "H", "H", "H"],
  "positions_angstrom": [[4.9820, -1.7661, -1.5424], [5.1585, -0.4979, -2.6178], [4.4074, 0.8619, -2.0842], [3.5794, 1.6732, -3.2896], [2.3495, 0.6869, -3.8465], [0.8465, 1.3075, -3.5192], [0.5208, 0.9034, -2.0981], [0.8385, 1.7847, -0.8732], [0.3230, 1.0712, 0.3569], [0.3000, 1.4385, 1.8239], [-0.8911, 0.7172, 2.4104], [1.5044, 0.9071, 2.5263], [0.0337, 3.0397, 2.1171], [-0.4334, 3.1360, 3.5504], [-1.0736, 3.6193, 1.3003], [-0.2720, -0.2613, -0.0403], [-0.1488, -0.3837, -1.6704], [-0.7244, -1.6707, -2.5072], [0.7977, -2.8684, -3.5322], [-1.9646, -1.2422, -3.5442], [-3.2438, -2.2476, -3.1937], [-1.3008, -1.4742, -5.6417], [5.9424, -1.8516, -0.8521], [4.0229, -1.6648, -0.8741], [4.8680, -2.8068, -2.1125], [6.2945, -0.3662, -2.8746], [4.6425, -0.8889, -3.6189], [5.2250, 1.5339, -1.5698], [3.5874, 0.5111, -1.2942], [4.3907, 1.8280, -4.1495], [3.1608, 2.7117, -2.9026], [2.4263, 0.4702, -4.9941], [2.4314, -0.2940, -3.1730], [0.0270, 0.9898, -4.3056], [0.9107, 2.4979, -3.5686], [1.3751, 2.8240, -0.8377], [1.0052, 3.6950, 2.0394], [-0.7518, -1.1152, 0.6000], [-1.2255, -2.3927, -1.6993], [-2.2124, -0.1037, -3.3185], [-3.7393, -1.8114, -2.2194], [-2.7571, -3.3073, -2.9522], [-3.9453, -2.2601, -4.1322], [-0.7135, 7.0620, 1.2931], [0.5502, 7.5338, 0.8342], [0.7443, 8.9290, 1.0923], [1.5441, 9.1644, 2.3798], [0.8466, 8.6904, 3.5367], [1.2567, 7.3807, 3.9217], [-0.6578, 5.9763, 1.3909], [-0.9906, 7.4843, 2.2626], [-1.4844, 7.3107, 0.5577], [-0.2203, 9.4495, 1.1272], [1.3140, 9.3331, 0.2468], [1.6794, 10.2413, 2.5108], [2.5400, 8.7080, 2.3181], [2.1753, 7.4456, 4.5133], [1.4240, 6.7225, 3.0667], [0.4672, 6.9471, 4.5424], [-4.8459, -6.1898, -4.3362], [-5.4350, -5.2230, -3.4712], [-6.7446, -4.8288, -3.8961], [-7.8413, -5.6075, -3.1588], [-7.7887, -7.0087, -3.4483], [-7.0722, -7.7431, -2.4589], [-4.0449, -6.6928, -3.7912], [-5.5636, -6.9430, -4.6720], [-4.4172, -5.6861, -5.2077], [-6.8443, -4.9411, -4.9824], [-6.8498, -3.7637, -3.6571], [-8.8136, -5.2487, -3.5068], [-7.7905, -5.4370, -2.0761], [-7.7321, -7.9522, -1.6111], [-6.1841, -7.2166, -2.1034], [-6.7570, -8.6917, -2.9030], [2.5000, -4.1632, 5.8512], [2.5018, -3.2142, 4.7884], [1.5577, -2.1569, 4.9921], [2.2169, -0.9141, 5.6034], [2.7364, -1.1736, 6.9121], [4.1266, -1.4876, 6.8942], [3.4413, -4.7149, 5.8183], [2.4081, -3.6913, 6.8330], [1.6739, -4.8666, 5.7103], [0.7219, -2.5043, 5.6115], [1.1579, -1.8924, 4.0058], [1.4555, -0.1375, 5.7133], [3.0043, -0.5194, 4.9491], [4.7090, -0.5616, 6.8565], [4.4049, -2.1233, 6.0512], [4.3663, -2.0176, 7.8206]]
}


Record 3
{
  "formula": "C26H51N4O7",
  "method": "ωB97M-V with the def2-TZVPD basis set",
  "lumo_energy_ev": -5.825,
  "e_homo_ev": -9.483,
  "fmax_ev_per_a": 9.485,
  "total_charge": 1,
  "gap_ev": 3.657,
  "species": ["C", "C", "O", "C", "C", "O", "C", "C", "O", "C", "C", "C", "N", "C", "C", "C", "C", "O", "O", "C", "O", "N", "O", "H", "H", "H", "H", "H", "H", "H", "H", "H", "H", "H", "H", "H", "H", "H", "H", "H", "H", "H", "H", "H", "C", "C", "N", "C", "C", "C", "C", "H", "H", "H", "H", "H", "H", "H", "H", "H", "H", "H", "H", "H", "H", "H", "C", "C", "N", "C", "C", "C", "C", "H", "H", "H", "H", "H", "H", "H", "H", "H", "H", "H", "H", "H", "H", "H"],
  "positions_angstrom": [[3.3847, -1.9517, 0.4920], [4.0118, -1.0263, -0.7068], [3.2528, 0.1928, -1.0215], [2.9212, 0.9774, 0.1766], [3.0942, 2.6113, -0.1316], [2.6587, 2.9828, -1.4982], [1.2281, 3.3522, -1.5286], [0.3769, 2.0675, -2.1763], [-0.9968, 2.1964, -1.6662], [-1.5945, 0.8954, -1.3270], [-2.1971, 1.0038, 0.1958], [-2.2400, 2.4442, 1.0446], [-2.8111, 2.5136, 2.4638], [-3.4027, 1.2753, 3.1428], [-3.4362, -0.2103, 2.4500], [-2.7850, -0.3389, 0.9309], [-2.7909, -1.8653, 0.2797], [-2.5973, -2.8692, 1.1803], [-2.9363, -2.1790, -1.1502], [-4.2144, -2.8426, -1.4522], [-4.0813, -4.2823, -1.8085], [-3.1270, -4.8816, -1.0752], [-2.4430, -5.6470, -1.7348], [3.3404, -1.4148, 1.5507], [4.1482, -2.8567, 0.6446], [2.3580, -2.4677, 0.1989], [5.1426, -0.7627, -0.5451], [3.9782, -1.6979, -1.6934], [1.7953, 0.8179, 0.4859], [3.5819, 0.7582, 1.1170], [4.2519, 2.8953, -0.0805], [2.5702, 3.2698, 0.6950], [0.7942, 3.6978, -0.4975], [1.0678, 4.2590, -2.2791], [0.9405, 1.1083, -1.8124], [0.4163, 2.1687, -3.3513], [-0.8866, -0.0273, -1.4588], [-2.5126, 0.7286, -2.0541], [-1.7834, 3.4198, 0.5313], [-2.7872, 3.4388, 2.9642], [-3.8732, 1.3603, 4.2329], [-3.8845, -1.1574, 2.9734], [-4.9527, -2.6704, -0.5500], [-4.7316, -2.3381, -2.4028], [-10.9914, 0.9331, 0.5340], [-9.4776, 0.8221, 0.6999], [-8.9242, -0.4909, 0.3513], [-7.5187, -0.6422, 0.7387], [-6.4944, 0.2525, 0.0465], [-9.2546, -0.9970, -0.9836], [-8.8309, -0.1510, -2.1798], [-11.5131, 0.1865, 1.1425], [-11.3256, 1.9250, 0.8586], [-11.2998, 0.8160, -0.5065], [-9.2596, 1.0265, 1.7567], [-9.0050, 1.6244, 0.1224], [-7.2169, -1.6877, 0.6067], [-7.4434, -0.4672, 1.8209], [-6.2754, -0.0921, -0.9657], [-5.5491, 0.2222, 0.5996], [-6.8100, 1.2983, 0.0029], [-10.3399, -1.1472, -1.0387], [-8.8429, -2.0069, -1.1029], [-9.0069, 0.9164, -2.0264], [-9.4035, -0.4513, -3.0637], [-7.7771, -0.2995, -2.4235], [8.9266, -2.1922, -1.2052], [9.0651, -0.7197, -0.8256], [8.4628, -0.3670, 0.4645], [8.4035, 1.0795, 0.6936], [9.7262, 1.8297, 0.8218], [8.8996, -1.1574, 1.6186], [10.3873, -1.1467, 1.9542], [7.8747, -2.4954, -1.2418], [9.3597, -2.3588, -2.1979], [9.4569, -2.8465, -0.5108], [8.5678, -0.1415, -1.6159], [10.1264, -0.4499, -0.8617], [7.7985, 1.2808, 1.5852], [7.8374, 1.5317, -0.1325], [10.1873, 1.6718, 1.7984], [9.5464, 2.9066, 0.7304], [10.4435, 1.5546, 0.0440], [8.5922, -2.1988, 1.4619], [8.3358, -0.8476, 2.5073], [11.0213, -1.2220, 1.0675], [10.6252, -2.0005, 2.5973], [10.6674, -0.2488, 2.5084]]
}